Entry from OMol25: C50H43NO2P2ReSSeSi as an isolated structure at a distorted geometry (wB97M-V/def2-TZVPD).

Results
- DFT total energy (eV) = -162897.5502
- multiplicity = 2
- HOMO (alpha / beta) (eV) = -6.656 / -6.710
- Kohn-Sham gap (alpha / beta) (eV) = 5.6 / 5.9
- energy above the lowest of the compared OMol25 structures with the same formula, charge and spin (kJ/mol) = 510.1

Atoms and positions in Å:
Re -0.455 0.042 -0.738
C 1.433 2.102 -3.540
Si 0.288 2.011 -1.996
C -1.274 3.051 -2.456
C -1.315 4.120 -3.341
C -2.493 4.801 -3.592
C -3.669 4.421 -2.965
C -3.661 3.350 -2.094
C -2.473 2.670 -1.856
P -2.461 1.281 -0.690
C -3.093 2.148 0.773
C -2.150 2.761 1.589
C -2.562 3.524 2.665
C -3.915 3.720 2.893
C -4.854 3.143 2.055
C -4.450 2.342 1.003
C -3.850 0.227 -1.209
C -4.335 -0.726 -0.317
C -5.260 -1.659 -0.745
C -5.701 -1.646 -2.060
C -5.201 -0.715 -2.957
C -4.267 0.213 -2.537
C 1.279 3.120 -0.753
C 1.593 4.448 -0.998
C 2.462 5.140 -0.172
C 3.028 4.512 0.925
C 2.683 3.208 1.228
C 1.816 2.517 0.390
P 1.223 0.842 0.772
C 2.480 -0.399 0.343
C 3.330 -0.180 -0.687
C 3.743 -1.147 -1.657
C 3.133 -2.324 -1.890
C 2.584 -3.062 0.462
C 1.835 -1.734 0.617
C 1.271 0.735 2.596
C 2.507 0.544 3.213
C 2.601 0.523 4.591
C 1.464 0.713 5.362
C 0.232 0.870 4.751
C 0.127 0.862 3.371
H 1.824 3.104 -3.685
H 0.890 1.808 -4.430
H 2.275 1.425 -3.439
H -0.411 4.421 -3.847
H -2.502 5.638 -4.276
H -4.588 4.954 -3.152
H -4.573 3.037 -1.604
H -1.098 2.619 1.352
H -1.828 3.966 3.323
H -4.241 4.327 3.726
H -5.907 3.317 2.223
H -5.184 1.870 0.364
H -3.969 -0.734 0.703
H -5.647 -2.397 -0.058
H -6.433 -2.369 -2.384
H -5.525 -0.722 -3.988
H -3.839 0.919 -3.235
H 1.138 4.945 -1.842
H 2.703 6.170 -0.385
H 3.724 5.044 1.557
H 3.082 2.741 2.118
H 3.635 0.845 -0.867
H 4.495 -0.821 -2.361
H 3.436 -2.915 -2.741
H 1.982 -3.832 0.964
H 1.193 -1.660 1.508
H 3.389 0.408 2.599
H 3.560 0.366 5.063
H 1.543 0.731 6.439
H -0.655 1.004 5.353
H -0.836 0.943 2.886
O -1.233 -1.392 0.833
N -1.635 -2.543 0.378
C -1.823 -3.532 1.268
C -2.333 -4.750 0.904
C -2.656 -4.972 -0.440
C -2.398 -3.986 -1.356
C -1.869 -2.752 -0.959
S -1.535 -1.547 -2.134
H -1.555 -3.277 2.283
H -2.477 -5.513 1.649
H -3.086 -5.910 -0.746
H -2.580 -4.119 -2.412
C 1.516 -4.215 -1.646
C 2.102 -2.969 -1.012
O 1.065 -2.055 -0.563
C 4.008 -3.304 0.837
C 4.571 -2.708 1.957
C 5.839 -3.069 2.380
C 6.556 -4.031 1.690
C 5.997 -4.640 0.578
C 4.732 -4.278 0.156
H 0.750 -4.653 -1.006
H 2.298 -4.949 -1.820
H 1.072 -3.960 -2.609
H 4.002 -1.977 2.512
H 6.263 -2.624 3.268
H 7.552 -4.303 2.008
H 6.543 -5.411 0.051
H 4.299 -4.757 -0.710
Se 0.710 -1.326 -3.574

Here are the Mulliken charges for atoms 1 to 99, given in e: number 1, Re, carries 1.210; number 2, C, carries -1.514; number 3, Si, carries 1.927; number 4, C, carries -0.100; number 5, C, carries -0.402; number 6, C, carries -0.888; number 7, C, carries -0.831; number 8, C, carries -0.139; number 9, C, carries -0.619; number 10, P, carries 1.965; number 11, C, carries 0.818; number 12, C, carries -0.920; number 13, C, carries -0.818; number 14, C, carries -0.640; number 15, C, carries -0.837; number 16, C, carries -0.407; number 17, C, carries -0.285; number 18, C, carries -0.530; number 19, C, carries -0.726; number 20, C, carries -0.671; number 21, C, carries -0.733; number 22, C, carries -0.713; number 23, C, carries 0.527; number 24, C, carries -0.700; number 25, C, carries -0.864; number 26, C, carries -0.821; number 27, C, carries -1.118; number 28, C, carries 0.481; number 29, P, carries 0.813; number 30, C, carries 0.255; number 31, C, carries -0.263; number 32, C, carries -1.507; number 33, C, carries -0.837; number 34, C, carries 0.473; number 35, C, carries -1.702; number 36, C, carries 0.868; number 37, C, carries -0.497; number 38, C, carries -1.242; number 39, C, carries -0.750; number 40, C, carries -1.006; number 41, C, carries -0.746; number 42, H, carries 0.438; number 43, H, carries 0.403; number 44, H, carries 0.292; number 45, H, carries 0.407; number 46, H, carries 0.421; number 47, H, carries 0.424; number 48, H, carries 0.390; number 49, H, carries 0.540; number 50, H, carries 0.504; number 51, H, carries 0.407; number 52, H, carries 0.434; number 53, H, carries 0.418; number 54, H, carries 0.526; number 55, H, carries 0.481; number 56, H, carries 0.399; number 57, H, carries 0.427; number 58, H, carries 0.463; number 59, H, carries 0.409; number 60, H, carries 0.420; number 61, H, carries 0.418; number 62, H, carries 0.451; number 63, H, carries 0.676; number 64, H, carries 0.474; number 65, H, carries 0.451; number 66, H, carries 0.785; number 67, H, carries 0.643; number 68, H, carries 0.907; number 69, H, carries 0.450; number 70, H, carries 0.401; number 71, H, carries 0.471; number 72, H, carries 0.718; number 73, O, carries -0.525; number 74, N, carries 0.867; number 75, C, carries -0.347; number 76, C, carries -1.008; number 77, C, carries -0.615; number 78, C, carries -1.334; number 79, C, carries 1.206; number 80, S, carries -0.752; number 81, H, carries 0.521; number 82, H, carries 0.478; number 83, H, carries 0.484; number 84, H, carries 0.524; number 85, C, carries -1.670; number 86, C, carries 0.683; number 87, O, carries 0.853; number 88, C, carries 0.117; number 89, C, carries -0.165; number 90, C, carries -0.855; number 91, C, carries -0.484; number 92, C, carries -0.812; number 93, C, carries -0.410; number 94, H, carries 0.259; number 95, H, carries 0.431; number 96, H, carries 0.323; number 97, H, carries 0.435; number 98, H, carries 0.417; number 99, H, carries 0.385